(1)
# C46H38AsCl2F6N3O7RuSi

A molecular structure, C46H38AsCl2F6N3O7RuSi at a distorted geometry (wB97M-V/def2-TZVPD, the OMol25 dataset).

Calculated values
HOMO (spin up / spin down): -8.2226 / -8.2224 eV
spin multiplicity: 5
frontier orbital gap (spin up / spin down): 6.59 / 4.55 eV

Last column: Mulliken spin population.
Geometry (Å):
Ru 0.202 0.862 1.133  3.039
O -1.575 -2.694 0.505  0.003
C -1.274 -1.401 0.143  0.025
O -0.050 -1.050 0.522  0.201
C -2.321 -0.391 0.618  -0.013
C -3.692 -0.535 0.687  -0.006
C -4.451 0.584 1.016  0.025
C -3.832 1.811 1.229  -0.010
C -2.452 1.864 1.136  0.040
N -1.735 0.781 0.851  -0.036
C -1.523 3.075 1.294  0.010
O -2.103 4.033 2.147  0.000
O -0.320 2.664 1.784  0.196
H -0.821 -3.237 0.215  0.002
H -4.139 -1.497 0.492  0.000
H -5.524 0.497 1.097  0.000
H -4.380 2.704 1.483  0.000
H -1.374 4.472 2.605  0.002
N -2.328 6.712 -7.350  0.000
C -2.143 6.226 -6.328  0.000
C -1.950 5.637 -5.059  0.000
C -0.751 5.820 -4.367  0.000
C -0.582 5.261 -3.118  0.000
C -1.615 4.517 -2.542  0.002
C -2.808 4.321 -3.247  0.000
C -2.975 4.873 -4.498  0.000
C -1.490 3.987 -1.233  0.007
C -1.452 3.590 -0.095  0.014
H 0.039 6.403 -4.816  0.000
H 0.348 5.381 -2.584  0.000
H -3.597 3.733 -2.803  0.000
H -3.893 4.724 -5.049  0.000
F 1.720 2.536 -0.301  0.015
As 1.789 1.371 -1.624  0.015
F 0.014 1.119 -1.391  0.032
F 2.161 0.071 -0.518  0.015
F 1.773 0.206 -2.943  0.000
F 3.490 1.683 -1.875  0.001
F 1.385 2.630 -2.799  0.001
Cl -3.845 -3.454 -1.760  0.000
C -2.486 -4.411 -2.213  0.001
C -1.913 -5.231 -1.259  0.000
C -0.834 -6.031 -1.588  0.000
C -0.340 -6.029 -2.882  0.000
C -0.921 -5.215 -3.829  0.000
Cl -0.298 -5.214 -5.446  0.000
C -1.997 -4.357 -3.530  0.000
N -2.554 -3.589 -4.513  0.000
C -3.107 -2.297 -4.325  0.001
C -4.434 -2.082 -4.680  0.000
C -5.013 -0.843 -4.486  0.000
C -4.259 0.192 -3.954  0.000
C -2.925 -0.007 -3.648  -0.002
C -2.322 -1.244 -3.845  -0.002
C -0.863 -1.438 -3.543  0.003
C -0.646 -1.923 -2.123  -0.013
O 0.088 -2.811 -1.786  0.000
O -1.437 -1.230 -1.297  0.005
H -2.318 -5.232 -0.260  0.000
H -0.379 -6.659 -0.841  0.000
H 0.500 -6.649 -3.151  0.000
H -2.191 -3.782 -5.441  0.000
H -5.006 -2.906 -5.080  0.000
H -6.049 -0.689 -4.747  0.000
H -4.713 1.160 -3.797  0.000
H -2.332 0.806 -3.254  0.000
H -0.351 -0.475 -3.623  0.001
H -0.384 -2.140 -4.225  0.001
C 2.652 -2.418 4.557  -0.001
C 2.034 -1.696 3.371  0.052
C 2.292 -2.445 2.078  -0.015
C 0.547 -1.485 3.611  0.032
Si 2.818 0.148 3.145  0.022
O 1.970 0.863 2.039  0.321
C 4.620 0.033 2.563  0.015
C 4.955 0.699 1.388  0.006
C 6.261 0.708 0.934  0.000
C 7.245 0.038 1.641  -0.001
C 6.920 -0.632 2.809  0.001
C 5.614 -0.632 3.270  -0.002
C 2.437 0.960 4.826  0.008
C 3.267 0.859 5.937  -0.003
C 2.863 1.362 7.161  0.001
C 1.627 1.972 7.289  -0.001
C 0.806 2.106 6.182  -0.001
C 1.210 1.606 4.957  -0.029
H 2.138 -3.369 4.703  0.001
H 2.552 -1.838 5.472  0.001
H 3.702 -2.633 4.382  0.001
H 1.828 -3.433 2.129  0.002
H 3.358 -2.583 1.906  0.001
H 1.868 -1.915 1.228  0.001
H 0.010 -2.422 3.468  0.007
H 0.128 -0.757 2.898  -0.016
H 0.359 -1.120 4.619  -0.003
H 4.182 1.210 0.831  -0.007
H 6.496 1.233 0.020  0.000
H 8.263 0.036 1.278  0.000
H 7.686 -1.162 3.359  0.000
H 5.381 -1.157 4.186  0.000
H 4.233 0.387 5.840  0.000
H 3.508 1.264 8.022  0.000
H 1.306 2.349 8.250  0.000
H -0.156 2.585 6.279  0.000
H 0.575 1.713 4.080  0.029


(2)
# C46H38CrF6N7O8P2S

A molecular structure, C46H38CrF6N7O8P2S at a distorted geometry (wB97M-V/def2-TZVPD, the OMol25 dataset).

Calculated values
HOMO (spin up / spin down): -7.2998 / -7.2999 eV
spin multiplicity: 6
frontier orbital gap (spin up / spin down): 6.16 / 4.69 eV

Last column: Mulliken spin population.
Geometry (Å):
Cr -1.203 0.927 -0.544  3.797
O -2.705 7.138 1.982  0.000
C -1.436 6.589 2.283  -0.001
C -1.279 5.290 1.550  0.008
C -0.227 4.437 1.850  -0.002
C -0.141 3.229 1.194  0.073
N -1.021 2.833 0.261  0.005
C -1.978 3.701 -0.098  0.056
C -2.154 4.913 0.546  -0.007
C -2.774 3.298 -1.289  0.018
C -3.471 4.227 -2.029  -0.010
C -4.009 3.862 -3.257  0.003
C -4.705 4.891 -4.113  -0.002
O -5.558 5.742 -3.361  0.001
C -3.841 2.558 -3.671  -0.007
C -3.157 1.671 -2.857  0.019
N -2.634 2.016 -1.679  -0.003
H -2.784 7.996 2.407  0.000
H -1.321 6.405 3.354  0.001
H -0.628 7.260 1.976  0.001
H 0.523 4.700 2.586  0.000
H 0.661 2.542 1.427  0.000
H -2.966 5.571 0.270  -0.001
H -3.559 5.252 -1.693  -0.001
H -5.239 4.399 -4.929  0.000
H -3.953 5.543 -4.556  0.001
H -6.281 5.219 -3.001  0.000
H -4.215 2.224 -4.631  0.000
H -3.039 0.645 -3.151  -0.017
O -3.218 -1.470 -2.222  0.020
C -2.048 -1.757 -2.024  0.165
O -1.232 -1.091 -1.252  0.048
C -1.488 -3.029 -2.598  -0.062
C -2.323 -3.891 -3.298  0.000
C -1.822 -5.087 -3.784  0.002
C -0.493 -5.436 -3.554  0.000
C 0.339 -4.583 -2.850  0.021
C -0.160 -3.368 -2.386  0.092
P 0.855 -2.279 -1.373  0.225
C 0.927 -3.162 0.202  0.120
C 2.110 -3.432 0.894  0.033
C 2.060 -4.100 2.109  -0.019
C 0.842 -4.493 2.645  0.045
C -0.341 -4.222 1.963  -0.027
C -0.301 -3.552 0.753  0.014
C 2.471 -2.118 -2.118  0.113
C 3.538 -1.584 -1.378  0.000
C 4.757 -1.349 -1.985  -0.038
C 4.907 -1.591 -3.346  0.073
C 3.838 -2.063 -4.099  -0.027
C 2.618 -2.315 -3.498  0.086
H -3.355 -3.603 -3.447  0.001
H -2.467 -5.759 -4.338  0.000
H -0.109 -6.382 -3.916  0.000
H 1.369 -4.861 -2.657  0.002
H 3.067 -3.146 0.488  0.006
H 2.981 -4.315 2.637  0.001
H 0.813 -5.009 3.596  0.001
H -1.295 -4.524 2.379  0.001
H -1.224 -3.331 0.226  0.014
H 3.417 -1.343 -0.332  0.081
H 5.579 -0.953 -1.402  0.003
H 5.854 -1.381 -3.826  0.002
H 3.951 -2.223 -5.163  0.000
H 1.787 -2.666 -4.097  0.007
F 0.009 1.086 -2.524  0.012
P 0.802 2.297 -3.454  0.013
F -0.630 3.005 -3.650  0.000
F 1.540 3.408 -4.312  0.000
F 0.528 1.376 -4.732  0.000
F 2.166 1.511 -3.158  -0.002
F 1.015 3.130 -2.084  0.010
O 8.790 -0.872 2.515  0.000
S 7.721 0.071 2.264  0.000
O 7.402 0.265 0.860  0.000
O 7.788 1.301 3.041  0.000
C 6.222 -0.693 2.964  -0.001
N 6.315 -1.408 4.109  0.002
C 5.183 -1.883 4.598  -0.001
C 3.948 -1.668 3.999  0.003
C 3.949 -0.910 2.849  0.001
N 5.064 -0.434 2.327  0.002
C 2.721 -0.567 2.075  0.002
C 2.838 0.213 0.928  -0.004
C 1.706 0.556 0.216  0.070
N 0.467 0.157 0.569  -0.120
C 0.372 -0.631 1.643  0.053
C 1.451 -0.995 2.422  -0.006
H 5.265 -2.467 5.509  0.000
H 3.040 -2.079 4.428  0.001
H 3.821 0.550 0.616  -0.003
H 1.785 1.164 -0.681  -0.034
H -0.613 -1.018 1.874  -0.024
H 1.287 -1.647 3.271  0.000
N -4.261 -1.514 5.564  0.000
C -4.033 -2.056 4.340  0.000
O -4.101 -3.245 4.116  0.001
C -3.634 -1.096 3.247  0.006
C -2.935 0.077 3.480  -0.005
C -2.457 0.798 2.397  0.027
N -2.635 0.440 1.122  0.022
C -3.418 -0.634 0.915  0.067
C -3.899 -1.437 1.935  -0.003
H -4.555 -2.141 6.294  0.000
H -4.445 -0.534 5.682  0.000
H -2.708 0.417 4.484  0.000
H -1.874 1.694 2.573  -0.017
H -3.640 -0.862 -0.122  -0.007
H -4.470 -2.330 1.714  0.000


(3)
# C46H38IrN10O4

A molecular structure, C46H38IrN10O4 at a distorted geometry (wB97M-V/def2-TZVPD, the OMol25 dataset).

Calculated values
HOMO (spin up / spin down): -9.5006 / -9.4999 eV
frontier orbital gap (spin up / spin down): 5.44 / 5.44 eV
charge: +1

Last column: Mulliken charge in e.
Geometry (Å):
Ir -0.724 -0.131 0.360  0.497
C -2.281 0.252 5.543  -1.194
N -2.227 0.386 4.086  0.760
C -1.243 0.051 3.272  -0.270
N -1.539 0.494 2.049  0.266
C -2.770 1.075 2.190  -0.620
N -3.207 1.045 3.417  -0.944
C -1.315 1.193 6.232  0.940
C -0.956 0.955 7.554  -0.943
C -0.070 1.806 8.197  -0.593
C 0.485 2.884 7.526  -0.952
C 0.129 3.120 6.205  -0.139
C -0.782 2.285 5.566  -0.185
C 0.744 4.225 5.468  0.613
N 1.599 5.090 5.873  -0.487
N 1.902 5.887 4.759  -0.476
C 1.202 5.425 3.787  0.693
O 0.433 4.366 4.154  -0.200
C 1.151 5.869 2.393  -0.053
C 2.037 6.852 1.961  -1.027
C 2.002 7.267 0.643  -0.732
C 1.091 6.705 -0.243  -0.862
C 0.201 5.729 0.186  1.181
C -0.809 5.158 -0.782  -1.525
N -0.739 3.703 -0.876  1.069
C -1.484 2.842 -0.237  -0.497
N -1.126 1.588 -0.605  0.222
C -0.100 1.775 -1.612  0.205
N 0.160 3.151 -1.730  -1.153
C 0.234 5.315 1.509  0.066
H -2.066 -0.783 5.802  0.480
H -3.315 0.464 5.808  0.360
H -0.336 -0.452 3.570  0.664
H -3.319 1.521 1.381  0.604
H -1.369 0.105 8.086  0.463
H 0.202 1.618 9.227  0.415
H 1.196 3.541 8.011  0.541
H -1.063 2.504 4.544  0.765
H 2.746 7.272 2.663  0.542
H 2.691 8.025 0.298  0.415
H 1.075 7.027 -1.277  0.402
H -0.616 5.534 -1.782  0.419
H -1.831 5.415 -0.504  0.333
H -2.243 3.140 0.465  0.305
H -0.323 1.313 -2.578  0.345
H -0.451 4.552 1.862  0.538
C -3.560 -0.991 -0.496  -1.392
N -2.293 -1.349 0.148  -0.046
C -2.239 -2.432 0.888  0.202
C -1.057 -2.696 1.588  -0.113
C -0.564 -3.716 2.408  -1.179
C 0.735 -3.335 2.738  -0.865
C 0.989 -2.110 2.102  -0.702
N -0.096 -1.727 1.411  1.251
C -3.508 -0.735 -1.988  0.399
C -2.343 -0.558 -2.720  0.340
C -2.394 -0.298 -4.083  -0.875
C -3.615 -0.213 -4.731  -0.592
C -4.786 -0.408 -4.012  -0.610
C -4.731 -0.675 -2.653  -0.516
H -3.978 -0.127 0.022  0.259
H -4.263 -1.809 -0.331  0.722
H -3.092 -3.102 0.933  0.499
H -1.087 -4.611 2.706  0.535
H 1.438 -3.878 3.350  0.533
H 1.889 -1.517 2.116  0.470
H -1.380 -0.648 -2.240  0.422
H -1.474 -0.170 -4.640  0.488
H -3.654 -0.016 -5.794  0.396
H -5.745 -0.361 -4.511  0.394
H -5.652 -0.837 -2.102  0.418
O 2.116 -1.297 -0.378  -0.067
C 2.882 -0.586 -1.346  2.106
C 1.975 0.511 -1.926  -0.100
O 2.096 1.064 -2.973  -0.557
O 1.000 0.897 -1.026  -0.308
C 3.988 0.188 -0.616  -0.316
C 5.161 0.547 -1.266  -0.375
C 6.133 1.278 -0.596  -0.941
C 5.943 1.648 0.726  -0.527
C 4.769 1.296 1.378  -1.116
C 3.792 0.578 0.706  0.028
C 3.432 -1.570 -2.381  -0.260
C 3.837 -2.821 -1.910  -0.224
C 4.384 -3.763 -2.768  -1.016
C 4.557 -3.462 -4.110  -0.438
C 4.178 -2.216 -4.582  -0.936
C 3.621 -1.271 -3.728  -0.186
H 1.946 -2.181 -0.725  0.302
H 5.327 0.251 -2.293  0.514
H 7.042 1.556 -1.114  0.426
H 6.706 2.211 1.248  0.414
H 4.613 1.583 2.410  0.472
H 2.868 0.326 1.208  0.153
H 3.765 -3.063 -0.856  0.432
H 4.686 -4.727 -2.380  0.400
H 4.995 -4.191 -4.780  0.415
H 4.315 -1.967 -5.627  0.433
H 3.332 -0.307 -4.117  0.582


(4)
# C46H39Br2F3N5O5S2SbZr

A molecular structure, C46H39Br2F3N5O5S2SbZr (wB97M-V/def2-TZVPD, the OMol25 dataset).

Calculated values
HOMO: -12.6959 eV
frontier orbital gap: 6.32 eV
charge: +2

Last column: Mulliken charge in e.
Geometry (Å):
Zr -0.426 0.720 -0.609  -0.672
C -1.326 0.286 2.655  -1.529
O -0.421 0.910 1.714  0.822
C 0.172 2.094 2.181  0.580
C -0.097 2.660 3.411  -0.901
C 0.585 3.817 3.770  -0.933
C 1.525 4.381 2.921  -0.808
C 1.785 3.804 1.691  -0.799
C 1.093 2.665 1.313  0.527
N 1.260 1.980 0.080  2.555
N 2.344 2.262 -0.529  -1.234
C 2.795 1.537 -1.570  0.135
C 2.345 0.217 -1.816  0.782
O 1.246 -0.239 -1.266  0.598
C 3.126 -0.652 -2.613  -1.451
C 4.241 -0.185 -3.240  -0.768
C 4.680 1.165 -3.106  0.651
C 5.821 1.629 -3.788  -0.997
C 6.243 2.923 -3.629  -0.643
C 5.534 3.788 -2.783  -0.759
C 4.416 3.357 -2.109  -0.587
C 3.972 2.036 -2.256  0.563
H -2.183 0.937 2.829  0.419
H -0.789 0.091 3.580  0.481
H -1.651 -0.648 2.219  0.342
H -0.816 2.236 4.094  0.545
H 0.378 4.274 4.728  0.482
H 2.052 5.277 3.218  0.480
H 2.514 4.227 1.014  0.514
H 2.797 -1.677 -2.729  0.576
H 4.820 -0.854 -3.866  0.484
H 6.359 0.948 -4.436  0.459
H 7.120 3.278 -4.153  0.426
H 5.872 4.809 -2.661  0.434
H 3.870 4.033 -1.465  0.395
Br -0.422 -2.207 0.363  0.143
C 1.474 -2.530 0.683  -0.377
Br 2.210 -1.273 1.914  -0.062
H 1.966 -2.436 -0.276  -0.040
H 1.540 -3.530 1.094  0.646
F 1.042 -4.077 -7.605  -0.314
C 0.446 -3.410 -6.615  0.097
C 1.182 -2.477 -5.907  -0.754
C 0.558 -1.792 -4.877  -0.060
C -0.780 -2.034 -4.569  0.086
C -1.493 -2.982 -5.299  -0.652
C -0.880 -3.676 -6.332  -0.739
Sb -1.728 -0.907 -3.057  1.142
C -3.326 -2.203 -2.581  0.322
C -3.049 -3.425 -1.967  -0.690
C -4.078 -4.261 -1.561  -0.661
C -5.382 -3.851 -1.782  0.262
F -6.378 -4.646 -1.387  -0.331
C -5.688 -2.655 -2.404  -0.760
C -4.647 -1.829 -2.804  -0.248
C -2.713 0.568 -4.215  0.359
C -3.349 1.625 -3.565  -0.345
C -3.917 2.667 -4.280  -0.739
C -3.836 2.629 -5.660  0.124
F -4.370 3.630 -6.361  -0.330
C -3.220 1.593 -6.339  -0.742
C -2.655 0.559 -5.607  -0.820
H 2.217 -2.304 -6.169  0.515
H 1.132 -1.064 -4.315  0.064
H -2.531 -3.187 -5.068  0.500
H -1.413 -4.415 -6.914  0.488
H -2.024 -3.746 -1.814  0.612
H -3.889 -5.218 -1.094  0.492
H -6.723 -2.391 -2.575  0.510
H -4.876 -0.889 -3.293  0.508
H -3.418 1.653 -2.484  0.372
H -4.407 3.494 -3.783  0.609
H -3.190 1.606 -7.420  0.500
H -2.164 -0.253 -6.131  0.464
N -1.320 7.473 4.062  -0.539
C -1.506 6.664 2.982  1.004
C -2.528 5.697 2.986  -0.829
C -2.696 4.858 1.912  -0.609
C -1.832 4.951 0.818  -0.475
C -0.819 5.905 0.795  -0.103
C -0.661 6.755 1.867  -1.030
S -2.148 3.972 -0.572  1.726
O -3.528 4.078 -0.950  -0.695
O -1.109 4.260 -1.553  -1.063
N -1.883 2.398 -0.162  0.128
C -2.930 1.537 0.010  -0.240
S -4.601 1.801 0.290  0.006
C -4.824 0.086 0.422  -0.533
C -3.675 -0.575 0.210  -1.261
N -2.585 0.251 -0.020  0.433
H -2.050 7.541 4.751  0.212
H -0.737 8.287 3.968  0.211
H -3.197 5.630 3.835  0.406
H -3.509 4.141 1.911  0.461
H -0.173 5.983 -0.069  0.586
H 0.119 7.506 1.848  0.380
H -5.802 -0.327 0.603  0.568
H -3.555 -1.647 0.195  0.440
C 0.289 1.961 -3.691  -1.049
O -0.280 1.973 -2.363  1.967
H 1.138 2.641 -3.727  0.400
H -0.477 2.261 -4.403  0.284
H 0.622 0.950 -3.911  0.100
H -0.600 2.914 -2.145  -0.209


Taking the records one at a time from the top gives energy relative to the best compared isomer or geometry (same formula, charge and spin) values of 1.842 0.000 3.387 0.000 eV.